14
Properties=species:S:1:pos:R:3:mulliken_charge:R:1 method="wB97M-V/def2-TZVPD" e_above_lowest_kcal_mol=45.2 max_force_ev_per_a=1.84 smiles="C=N[C@H](N)C(N)=O"
O 2.20 -0.49 0.62 -0.627
N 0.71 -1.70 -0.62 -0.359
N 0.79 1.78 0.18 -0.577
N -0.97 0.37 -0.78 -0.622
C 0.11 0.54 0.18 0.876
C -1.97 0.00 -0.08 -0.262
C 1.13 -0.58 0.03 0.000
H -0.04 -1.60 -1.29 0.237
H 1.39 -2.44 -0.73 0.265
H 0.25 2.62 0.25 0.197
H -0.41 0.09 1.10 0.036
H -2.70 -0.70 -0.46 0.281
H 1.67 1.75 0.66 0.222
H -2.15 0.37 0.94 0.335



16
Properties=species:S:1:pos:R:3:mulliken_charge:R:1 method="wB97M-V/def2-TZVPD" e_above_lowest_kcal_mol=87.7 max_force_ev_per_a=6.60 charge=+3
Al 1.08 -0.33 0.04 1.405
O -0.02 1.21 -0.92 -0.406
O -0.91 -0.90 -0.61 -0.377
O 0.76 -2.28 -0.78 -0.481
O -0.60 0.37 1.15 -0.511
O 1.34 1.56 0.99 -0.367
H -1.56 -0.22 -0.77 0.339
H -0.67 1.68 -0.40 0.403
H -0.99 1.20 1.46 0.358
H -1.32 -1.71 -0.94 0.389
H 0.76 2.09 1.53 0.350
H 0.37 -2.60 -1.59 0.408
H 2.22 1.88 1.21 0.381
H -1.02 -0.30 1.68 0.337
H 0.83 -3.05 -0.22 0.410
H -0.25 1.40 -1.83 0.363



Summary of Kohn-Sham gap in eV
9.70; 7.85
(order as listed above)